Molecular formula: CH4N2O3
Method: DFT, ωB97M-V/def2-TZVPD

Cartesian coordinates (Å):
C -0.106 0.231 0.251
N -1.225 0.048 -0.566
N 1.034 -0.547 -0.262
O 1.140 -0.541 -1.443
O 1.723 -1.102 0.596
O -0.401 -0.061 1.504
H 0.762 1.773 -0.131
H -1.179 0.470 -1.472
H -2.155 0.171 -0.338
H 0.408 -0.440 1.859

* multiplicity: 1
* energy relative to the best compared isomer or geometry (same formula, charge and spin): 336.44 kJ/mol
* lowest unoccupied orbital energy: -0.66 eV
* total charge: 0
* HOMO energy: -0.350 Eh
* E: -375.53911 Ha

natural (NBO) charges, unit e, in atom order: C 0.50; N -0.84; N 0.49; O -0.33; O -0.41; O -0.67; H -0.04; H 0.39; H 0.40; H 0.51


Molecular formula: C2H4S2
Method: DFT, ωB97M-V/def2-TZVPD

Cartesian coordinates (Å):
C 0.125 -0.251 0.645
C -0.554 0.580 -0.338
S -1.444 1.858 0.046
S -0.459 0.045 -2.010
H -0.570 -0.361 1.378
H 0.530 -1.029 0.127
H 0.845 0.410 1.018
H -1.473 0.862 -2.293

* multiplicity: 1
* energy relative to the best compared isomer or geometry (same formula, charge and spin): 56.30 kJ/mol
* lowest unoccupied orbital energy: -0.08 eV
* total charge: 0
* HOMO energy: -0.320 Eh
* E: -874.93870 Ha
* structure (SMILES): CC(=S)S

natural (NBO) charges, unit e, in atom order: C -0.69; C -0.24; S -0.01; S 0.07; H 0.25; H 0.22; H 0.25; H 0.15


Molecular formula: C3H3HgO2
Method: DFT, ωB97M-V/def2-TZVPD

Cartesian coordinates (Å):
C -2.235 0.017 -0.789
C -1.349 -0.436 0.170
H -2.384 -1.274 -0.654
H -3.142 0.506 -0.403
H -0.363 -0.592 -0.324
O -2.921 0.260 3.528
C -3.198 -0.626 2.817
O -1.307 -0.020 1.435
Hg -0.997 1.637 2.952

* multiplicity: 2
* energy relative to the best compared isomer or geometry (same formula, charge and spin): 357.67 kJ/mol
* lowest unoccupied orbital energy (alpha / beta): 0.52 / -2.97 eV
* total charge: 0
* HOMO energy (alpha / beta): -0.323 / -0.290 Eh
* E: -419.78305 Ha

natural (NBO) charges, unit e, in atom order: C -0.38; C 0.15; H 0.24; H 0.18; H 0.17; O -0.61; C 0.58; O -0.79; Hg 0.46


Molecular formula: C6H10S
Method: DFT, ωB97M-V/def2-TZVPD

Cartesian coordinates (Å):
C 1.262 -0.139 -0.309
C 0.625 -1.414 -1.044
C -0.025 -1.522 0.396
C 0.125 0.048 0.702
C -1.029 0.874 0.412
C -1.444 1.983 1.118
H 0.335 1.498 -1.976
H 2.180 -0.501 0.020
H -0.185 -1.121 -1.860
H 1.164 -2.240 -1.367
H 0.428 -2.291 1.020
H -1.046 -1.804 0.493
H 0.522 0.173 1.799
H -1.326 0.826 -0.641
H -0.999 2.030 2.201
H -2.187 2.618 0.810
S 1.600 0.982 -1.775

* multiplicity: 1
* energy relative to the best compared isomer or geometry (same formula, charge and spin): 341.05 kJ/mol
* lowest unoccupied orbital energy: 0.99 eV
* total charge: 0
* HOMO energy: -0.310 Eh
* E: -632.67959 Ha

natural (NBO) charges, unit e, in atom order: C -0.27; C -0.41; C -0.40; C -0.29; C -0.19; C -0.35; H 0.13; H 0.23; H 0.20; H 0.21; H 0.22; H 0.20; H 0.22; H 0.19; H 0.19; H 0.20; S -0.09


Molecular formula: C46H115N5O13
Method: DFT, ωB97M-V/def2-TZVPD

Cartesian coordinates (Å):
C 2.312 -1.416 0.304
C 1.441 -0.709 -0.807
C 1.644 -1.507 -2.103
C 0.647 -1.216 -3.193
C -0.776 -1.579 -2.633
C -1.153 -0.752 -1.350
N 0.002 -0.845 -0.350
O -0.279 -0.244 0.947
C -1.407 0.675 -1.702
C -2.467 -1.363 -0.717
C 1.859 0.764 -1.023
H 1.950 -2.439 0.396
H 2.318 -0.927 1.278
H 3.370 -1.514 0.062
H 2.588 -1.324 -2.615
H 1.635 -2.571 -1.864
H 0.769 -1.729 -4.147
H 0.714 -0.157 -3.443
H -0.888 -2.637 -2.396
H -1.527 -1.429 -3.409
H -0.636 1.169 -2.294
H -2.327 0.832 -2.265
H -1.608 1.144 -0.739
H -3.299 -1.372 -1.421
H -2.358 -2.440 -0.589
H -2.806 -0.875 0.197
H 1.423 1.133 -1.952
H 2.934 0.824 -1.193
H 1.524 1.350 -0.168
H -0.399 -1.034 1.479
C -2.101 3.408 0.947
C -3.376 4.079 1.635
C -3.219 5.636 1.325
C -3.586 6.046 -0.113
C -5.018 5.528 -0.447
C -5.251 3.952 -0.272
N -4.712 3.529 1.075
O -4.830 2.149 1.286
C -6.784 3.683 -0.223
C -4.629 3.149 -1.475
C -3.235 3.854 3.114
H -2.114 3.640 -0.118
H -2.051 2.356 1.228
H -1.234 3.907 1.379
H -3.641 6.288 2.090
H -2.202 5.854 1.650
H -2.887 5.656 -0.853
H -3.471 7.126 -0.210
H -5.182 5.805 -1.488
H -5.681 6.062 0.233
H -7.045 2.634 -0.089
H -7.219 4.343 0.528
H -7.226 3.917 -1.192
H -5.345 2.747 -2.191
H -3.895 3.734 -2.030
H -4.094 2.242 -1.195
H -4.166 4.199 3.565
H -2.307 4.322 3.442
H -3.149 2.795 3.355
H -5.631 2.093 1.812
C 4.269 5.713 1.783
C 4.824 4.553 2.646
C 4.627 4.887 4.223
C 3.208 4.754 4.807
C 2.799 3.348 4.463
C 2.845 2.942 2.936
N 4.166 3.278 2.362
O 4.295 2.857 0.979
C 2.635 1.401 2.948
C 1.621 3.546 2.206
C 6.359 4.411 2.367
H 4.866 6.603 1.980
H 3.255 6.029 2.029
H 4.337 5.485 0.720
H 5.326 4.376 4.885
H 4.991 5.898 4.402
H 2.587 5.520 4.343
H 3.206 4.954 5.879
H 1.809 3.079 4.832
H 3.388 2.644 5.051
H 2.842 1.093 1.923
H 3.274 0.776 3.572
H 1.607 1.208 3.253
H 1.655 4.635 2.159
H 1.655 3.214 1.168
H 0.716 3.143 2.662
H 6.745 3.482 2.787
H 6.945 5.228 2.788
H 6.559 4.144 1.330
H 3.655 3.389 0.499
C -2.636 -5.287 1.020
O -2.772 -5.152 2.210
N -1.764 -4.686 0.285
N -3.345 -6.074 0.205
H -1.022 -4.170 0.737
H -1.838 -4.903 -0.699
H -3.085 -6.161 -0.767
H -4.138 -6.532 0.631
C -4.646 -4.014 -2.804
C -3.750 -5.131 -3.335
O -2.545 -4.992 -2.633
H -4.674 -4.003 -1.715
H -5.590 -3.747 -3.279
H -4.204 -3.026 -2.928
H -3.598 -4.954 -4.400
H -4.219 -6.102 -3.175
H -1.866 -4.744 -3.265
C 0.979 -2.695 4.299
C 0.370 -2.932 3.024
O -0.809 -2.210 2.802
H 0.389 -3.228 5.044
H 1.008 -1.622 4.490
H 2.017 -3.020 4.366
H 0.199 -3.972 2.745
H 1.117 -2.645 2.284
H -1.448 -2.433 3.483
C -5.784 -0.686 -0.690
C -7.121 -0.818 0.057
O -8.283 -0.808 -0.737
H -5.478 -1.479 -1.372
H -4.973 -0.629 0.036
H -5.769 0.212 -1.307
H -7.139 -0.116 0.891
H -7.165 -1.776 0.576
H -9.030 -0.389 -0.303
C 1.956 3.675 -3.043
C 3.369 3.715 -2.574
O 3.522 4.407 -1.311
H 1.350 3.217 -2.261
H 1.748 2.992 -3.867
H 1.571 4.676 -3.236
H 4.045 4.121 -3.326
H 3.644 2.684 -2.350
H 4.443 4.668 -1.233
C 2.745 -2.291 -6.444
C 3.677 -2.789 -5.316
O 4.027 -4.160 -5.531
H 1.777 -2.773 -6.582
H 3.359 -2.489 -7.323
H 2.464 -1.239 -6.404
H 3.292 -2.710 -4.299
H 4.557 -2.146 -5.345
H 4.781 -4.114 -6.122
C 6.116 -5.104 -0.519
C 5.027 -4.191 -0.116
O 3.778 -4.440 -0.664
H 5.838 -5.995 0.043
H 7.085 -4.736 -0.182
H 6.145 -5.364 -1.577
H 5.361 -3.225 -0.496
H 4.940 -4.105 0.967
H 3.279 -4.873 0.032
C 0.568 -5.559 -3.132
C 0.552 -4.813 -4.519
O -0.693 -4.182 -4.506
H 1.557 -5.966 -2.921
H -0.243 -6.285 -3.073
H 0.454 -4.807 -2.351
H 0.660 -5.492 -5.365
H 1.388 -4.142 -4.716
H -0.765 -3.672 -5.317
C 5.950 -0.362 0.426
C 5.786 -0.526 1.929
O 6.080 0.790 2.468
H 6.888 0.131 0.172
H 5.131 0.183 -0.045
H 5.981 -1.330 -0.075
H 6.416 -1.139 2.574
H 4.788 -0.955 2.019
H 5.388 1.402 2.208
C -4.404 -2.170 2.674
C -4.441 -2.987 3.968
O -3.112 -3.330 4.322
H -3.494 -1.588 2.530
H -5.248 -1.482 2.623
H -4.474 -2.934 1.899
H -5.114 -3.836 3.857
H -4.878 -2.432 4.799
H -2.987 -4.139 3.820

* multiplicity: 1
* energy relative to the best compared isomer or geometry (same formula, charge and spin): 0.00 kJ/mol
* lowest unoccupied orbital energy: 0.30 eV
* total charge: 0
* HOMO energy: -0.287 Eh
* E: -3073.27268 Ha

Löwdin population analysis, charges in e, atoms 1 to 99: C -0.02; C -0.43; C -0.15; C -0.16; C -0.11; C -0.44; N -0.05; O -0.02; C -0.04; C -0.01; C -0.02; H 0.06; H 0.06; H 0.06; H 0.11; H 0.11; H 0.09; H 0.10; H 0.09; H 0.12; H 0.07; H 0.08; H 0.07; H 0.05; H 0.06; H 0.07; H 0.04; H 0.08; H 0.08; H 0.03; C -0.02; C -0.44; C -0.14; C -0.18; C -0.11; C -0.43; N -0.10; O -0.03; C -0.04; C -0.03; C -0.05; H 0.07; H 0.07; H 0.06; H 0.11; H 0.10; H 0.09; H 0.10; H 0.11; H 0.11; H 0.07; H 0.08; H 0.08; H 0.07; H 0.07; H 0.05; H 0.09; H 0.09; H 0.08; H 0.10; C -0.02; C -0.45; C -0.12; C -0.18; C -0.15; C -0.46; N -0.09; O -0.03; C -0.03; C -0.02; C -0.03; H 0.08; H 0.07; H 0.06; H 0.11; H 0.11; H 0.10; H 0.11; H 0.11; H 0.12; H 0.06; H 0.09; H 0.09; H 0.07; H 0.07; H 0.08; H 0.07; H 0.08; H 0.07; H 0.04; C -0.74; O 0.05; N 0.19; N 0.17; H 0.11; H 0.07; H 0.08; H 0.12; C -0.09


Molecular formula: C12H16N4O2
Method: DFT, ωB97M-V/def2-TZVPD

Cartesian coordinates (Å):
O 4.589 1.305 0.390
C 4.154 0.625 -0.906
C 2.814 1.005 -1.238
N 2.014 0.443 -0.379
C 0.703 0.530 -0.406
N 0.252 0.887 -1.583
C -1.121 0.463 -1.776
C -1.637 0.734 -3.026
C -3.094 0.771 -3.252
C -3.874 0.393 -1.941
C -3.295 0.089 -0.827
C -2.012 0.240 -0.883
N -1.552 -0.030 0.654
C -0.193 -0.065 0.659
N 0.351 -0.083 2.002
C -0.528 -0.658 2.989
C -0.756 -2.337 2.787
O -1.568 -2.669 3.998
H 5.618 1.106 0.423
H 4.232 -0.535 -0.760
H 4.921 0.997 -1.639
H 2.772 2.018 -1.186
H 2.599 0.489 -2.210
H 2.269 0.830 0.767
H -0.967 1.186 -3.797
H -3.524 0.849 -4.052
H -4.976 0.497 -2.470
H -4.132 -0.058 -0.046
H 1.216 -0.453 1.846
H -1.603 -0.335 2.992
H -0.085 -0.487 4.066
H -1.218 -2.296 1.955
H 0.150 -3.113 2.952
H -2.519 -2.339 3.899

* multiplicity: 1
* energy relative to the best compared isomer or geometry (same formula, charge and spin): 941.92 kJ/mol
* lowest unoccupied orbital energy: 0.33 eV
* total charge: 0
* HOMO energy: -0.305 Eh
* E: -836.03240 Ha
* structure (SMILES): OCCNc1nc2ccccc2nc1NCCO

natural (NBO) charges, unit e, in atom order: O -0.76; C -0.05; C -0.28; N -0.55; C 0.37; N -0.45; C 0.02; C -0.16; C -0.18; C -0.17; C -0.28; C 0.14; N -0.43; C 0.32; N -0.61; C -0.25; C -0.05; O -0.75; H 0.48; H 0.18; H 0.18; H 0.20; H 0.23; H 0.37; H 0.22; H 0.16; H 0.22; H 0.25; H 0.37; H 0.23; H 0.21; H 0.16; H 0.19; H 0.47


Please write out number 4 again, unchanged.
Molecular formula: C6H10S
Method: DFT, ωB97M-V/def2-TZVPD

Cartesian coordinates (Å):
C 1.262 -0.139 -0.309
C 0.625 -1.414 -1.044
C -0.025 -1.522 0.396
C 0.125 0.048 0.702
C -1.029 0.874 0.412
C -1.444 1.983 1.118
H 0.335 1.498 -1.976
H 2.180 -0.501 0.020
H -0.185 -1.121 -1.860
H 1.164 -2.240 -1.367
H 0.428 -2.291 1.020
H -1.046 -1.804 0.493
H 0.522 0.173 1.799
H -1.326 0.826 -0.641
H -0.999 2.030 2.201
H -2.187 2.618 0.810
S 1.600 0.982 -1.775

* multiplicity: 1
* energy relative to the best compared isomer or geometry (same formula, charge and spin): 341.05 kJ/mol
* lowest unoccupied orbital energy: 0.99 eV
* total charge: 0
* HOMO energy: -0.310 Eh
* E: -632.67959 Ha

natural (NBO) charges, unit e, in atom order: C -0.27; C -0.41; C -0.40; C -0.29; C -0.19; C -0.35; H 0.13; H 0.23; H 0.20; H 0.21; H 0.22; H 0.20; H 0.22; H 0.19; H 0.19; H 0.20; S -0.09


Question: The highest multiplicity belongs to which entry?
Answer: C3H3HgO2


Question: Which formula does entry 3 have?
Answer: C3H3HgO2


Question: Which formula does entry 2 have?
Answer: C2H4S2